No. 1
The following is a DFT calculation (the ωB97M-V functional and the def2-TZVPD basis) of the ion C9H13N6 with charge +1.

Geometry as XYZ:
```
28
C9H13N6 (the ωB97M-V functional and the def2-TZVPD basis)
C 0.555 3.033 -0.402
C 2.167 0.920 -0.179
C 0.672 0.811 -0.182
C 2.665 2.214 -0.502
C -1.546 -0.546 1.506
C -2.180 -0.419 0.144
C -0.860 -1.127 0.304
C -3.435 -1.126 -0.191
C -0.769 -2.708 0.028
N -0.125 1.883 -0.289
N 1.831 3.198 -0.577
N 2.684 -0.284 -0.075
N 1.694 -1.139 0.099
N 0.470 -0.495 -0.070
N 3.912 2.455 -0.856
H 0.047 4.003 -0.122
H -1.070 0.283 2.121
H -1.831 -1.417 2.134
H -2.023 0.585 -0.308
H -3.202 -1.950 -0.781
H -4.162 -0.444 -0.785
H -4.090 -1.351 0.733
H 0.075 -2.853 -0.665
H -1.610 -3.073 -0.506
H -0.700 -3.436 0.863
H 1.918 -2.163 0.132
H 4.608 1.669 -0.691
H 4.305 3.473 -0.884
```

The net charge is +1. For the LUMO energy, the calculation gives -4.67 eV. Its structure (SMILES) is C[C@H]1C[C@]1(C)n1[nH]nc2c(=[NH2+])ncnc1-2. Its frontier orbital gap is 8.41 eV.



No. 2
The following is a DFT calculation (the ωB97M-V functional and the def2-TZVPD basis) of a cluster of 2 separate species, C7H14OSi in total.

Geometry as XYZ:
```
23
C7H14OSi (the ωB97M-V functional and the def2-TZVPD basis)
C -4.426 0.419 0.324
C -2.102 0.123 0.886
C -3.046 0.489 0.030
C 0.458 -0.180 1.454
C 1.801 -1.999 -0.477
C 3.095 0.787 0.120
C 0.411 0.855 -1.466
O -5.355 0.562 -0.428
Si 1.421 -0.140 -0.156
H -4.603 0.108 1.436
H -2.165 -0.090 1.891
H 0.319 -1.141 1.914
H -2.753 0.823 -1.017
H 0.481 0.664 2.085
H 2.859 -2.365 -0.110
H 0.933 -2.465 -0.116
H 1.683 -2.230 -1.572
H 3.577 0.424 1.013
H 3.579 0.363 -0.746
H 3.271 1.843 0.106
H 0.698 1.908 -1.496
H 0.523 0.477 -2.401
H -0.657 0.765 -1.272
```

The net charge is 0. For the LUMO energy (spin up / spin down), the calculation gives -0.60 / -0.35 eV. Its frontier orbital gap (spin up / spin down) is 8.33 / 9.06 eV.



No. 3
The following is a DFT calculation (the ωB97M-V functional and the def2-TZVPD basis) of the ion C5H9N4O2 with charge -1.

Geometry as XYZ:
```
20
C5H9N4O2 (the ωB97M-V functional and the def2-TZVPD basis)
C -0.712 0.803 0.828
C -1.883 -0.100 0.453
C -0.012 1.318 -0.437
C -1.528 -1.040 -0.661
C 2.119 0.343 0.128
N 0.933 -1.714 -0.538
N -0.388 -1.810 -0.635
N 1.410 1.396 -0.256
N 1.771 -0.970 0.190
O 1.972 2.565 -0.398
O 2.681 -1.725 0.760
H -1.050 1.633 1.453
H 0.007 0.221 1.408
H -2.198 -0.648 1.356
H -2.736 0.504 0.128
H -0.277 0.618 -1.254
H -0.353 2.319 -0.711
H -2.360 -1.556 -1.125
H 3.133 0.533 0.440
H -0.530 -2.688 -1.129
```

The net charge is -1. For the LUMO energy (spin up / spin down), the calculation gives 3.59 / 3.56 eV. Its frontier orbital gap (spin up / spin down) is 5.52 / 5.63 eV.



No. 4
The following is a DFT calculation (the ωB97M-V functional and the def2-TZVPD basis) of a structure of composition C13H19N5O5SZr.

Geometry as XYZ:
```
44
C13H19N5O5SZr (the ωB97M-V functional and the def2-TZVPD basis)
Zr 0.000 1.049 -0.710
C -0.314 3.767 1.007
O -0.926 2.887 0.075
C -0.449 3.044 -1.346
C -1.743 3.152 -2.150
H -0.614 3.464 2.015
H -0.673 4.773 0.813
H 0.768 3.756 0.906
H -2.201 4.149 -2.094
H -2.509 2.447 -1.798
H -1.551 2.950 -3.206
C -2.237 -0.152 4.532
N -1.186 0.217 3.582
C 0.037 0.604 3.988
C 1.014 0.948 3.132
C 0.677 0.915 1.742
O 1.477 1.228 0.805
N -0.547 0.542 1.337
C -1.543 0.180 2.214
O -2.657 -0.166 1.902
H -1.840 -0.069 5.540
H -2.567 -1.170 4.345
H -3.095 0.504 4.413
H 0.187 0.625 5.061
H 1.990 1.263 3.467
C 1.621 -2.907 -4.470
C 1.860 -3.776 -3.240
C 1.498 -3.063 -1.974
N 1.139 -1.844 -1.908
N 0.866 -1.382 -0.619
C 1.040 -2.333 0.256
N 0.837 -2.235 1.597
S 1.536 -3.839 -0.418
H 1.923 -3.442 -5.370
H 2.187 -1.978 -4.408
H 0.565 -2.650 -4.560
H 2.909 -4.074 -3.182
H 1.281 -4.699 -3.302
H 0.790 -1.312 2.002
H 1.242 -2.945 2.180
O -1.143 0.124 -2.256
C -0.192 0.384 -3.078
O 0.866 0.933 -2.691
H -0.321 0.128 -4.131
```

The net charge is 0. For the LUMO energy, the calculation gives 0.07 eV. Its frontier orbital gap is 5.59 eV.



Taking the records one at a time from the top gives energy above the lowest of the compared OMol25 structures with the same formula, charge and spin values of 0.033 4.660 3.473 1.766 eV.
Taking the records one at a time from the top gives DFT total energy values of -18474.9760 -17406.1039 -15379.0788 -43593.3107 eV.